No. 1
Density functional theory data (wB97M-V/def2-TZVPD) for a cluster of 3 separate species, C4H7NO2 in total in a non-equilibrium geometry.

Structure (XYZ):
```
14
Properties=species:S:1:pos:R:3:nbo_charge:R:1
O -0.0156 -1.5766 0.6504 -0.720
C 0.9105 -0.7563 1.2082 0.136
C 2.2120 -0.9916 1.0794 -0.527
N -0.7893 0.5887 -1.2123 -0.626
C -0.5812 1.5092 -2.0562 -0.029
C -2.4254 0.0592 0.9815 0.510
O -3.3218 0.7423 0.8601 -0.481
H -0.8927 -1.1934 0.8086 0.491
H 0.5175 0.1045 1.7540 0.168
H 2.9497 -0.3556 1.5525 0.208
H 2.5412 -1.8562 0.5116 0.205
H -0.0899 -0.1544 -1.2777 0.355
H 0.2426 1.5135 -2.7786 0.152
H -1.2575 2.3670 -2.0815 0.160
```

Results
- orbital gap (eV) = 9.713
- charge = 0
- HOMO (eV) = -8.80

No. 2
Density functional theory data (wB97M-V/def2-TZVPD) for a cluster of 3 separate species, C5H14O2 in total in a non-equilibrium geometry.

Structure (XYZ):
```
21
Properties=species:S:1:pos:R:3:nbo_charge:R:1
C 1.2032 0.2117 1.5395 -0.476
C -0.0719 -0.1512 1.8302 0.073
C -0.8204 0.7009 2.8378 -0.650
C -0.7322 -1.4020 1.3352 -0.460
C 0.1306 -2.6582 1.1105 -0.603
H 1.3213 1.2504 1.8118 0.200
H 1.8968 -0.6069 1.4181 0.213
H -1.2309 0.0769 3.6256 0.227
H -0.2305 1.5827 3.0431 0.218
H -1.7168 1.1362 2.3610 0.204
H -1.0894 -1.2222 0.3320 0.223
H -1.5620 -1.6272 2.0037 0.204
H 1.1793 -2.4744 1.3380 0.205
H -0.2551 -3.4791 1.7144 0.213
H 0.1591 -3.0488 0.0977 0.209
O 1.5782 2.5300 -6.2053 -0.930
H 0.8843 2.4487 -5.5372 0.468
H 2.2576 2.0217 -5.7471 0.462
O -0.9416 1.4556 -3.3285 -0.938
H -1.1929 0.9258 -2.6159 0.469
H -0.7668 2.3294 -2.9644 0.469
```

Results
- SMILES string = C=C(C)CC.O.O
- orbital gap (eV) = 9.368
- charge = 0
- HOMO (eV) = -8.94

No. 3
Density functional theory data (wB97M-V/def2-TZVPD) for the ion C5H13NS with charge +1 in a non-equilibrium geometry.

Structure (XYZ):
```
20
Properties=species:S:1:pos:R:3:lowdin_spin:R:1
C 0.4343 0.2382 1.7097 0.072
N -0.4720 0.2794 0.5911 0.652
C -0.5856 -0.8430 -0.3341 0.067
C -1.1856 -0.3299 -1.6578 0.000
S -2.9693 0.2260 -1.8022 0.012
C 0.9551 -1.5556 -0.5678 0.071
C 1.2027 1.6284 1.6354 0.026
H 1.1603 -0.5567 1.6580 0.009
H -0.1446 0.0711 2.6830 0.039
H -0.7209 1.2942 0.1792 0.004
H -1.2156 -1.7059 0.1508 0.036
H -1.1867 -1.1372 -2.3755 0.001
H -0.5880 0.5155 -1.9391 -0.001
H -2.8758 1.0099 -2.8987 0.001
H 1.9447 -0.8905 -0.5050 0.000
H 0.9348 -1.7155 -1.6734 0.004
H 0.9790 -2.4768 -0.0089 0.002
H 0.8672 2.6701 2.1636 0.000
H 1.5416 1.7698 0.6528 -0.001
H 1.9244 1.5085 2.3388 0.004
```

Results
- multiplicity = 2
- orbital gap (spin up / spin down) (eV) = 10.166 / 5.650
- charge = +1
- HOMO (spin up / spin down) (eV) = -12.98 / -12.95

No. 4
Density functional theory data (wB97M-V/def2-TZVPD) for the ion C3H9ClN2O2P with charge -1 in a non-equilibrium geometry.

Structure (XYZ):
```
18
Properties=species:S:1:pos:R:3:nbo_charge:R:1
C -0.2983 -0.6789 1.5251 -0.433
N -0.1814 0.4184 0.5419 -0.733
C 0.9203 0.2908 -0.3520 -0.260
C 2.2618 0.7048 0.2682 -0.339
Cl 3.5148 0.8198 -1.0150 -0.135
P -2.0343 0.5462 -0.5127 2.370
N -1.9390 -0.7369 -1.6367 -1.205
O -1.9503 1.9064 -1.0798 -1.145
O -3.1339 0.2806 0.4334 -1.163
H -1.3714 -0.9222 1.7065 0.232
H 0.3994 -1.5102 1.0548 0.130
H 0.2409 -0.5265 2.5186 0.158
H 1.2144 -0.6925 -0.7219 0.136
H 0.7371 0.8937 -1.3055 0.221
H 2.7745 0.0620 0.8710 0.190
H 2.0879 1.7168 0.8032 0.212
H -2.2383 -1.6368 -1.1065 0.384
H -1.0042 -0.9355 -1.9927 0.377
```

Results
- SMILES string = CN(CCCl)[P@](N)(=O)[O-]
- orbital gap (eV) = 7.779
- charge = -1
- HOMO (eV) = -4.53

Q: Look up the charge of the second one.
A: 0

What did the fourth record say?
Density functional theory data (wB97M-V/def2-TZVPD) for the ion C3H9ClN2O2P with charge -1 in a non-equilibrium geometry.

Structure (XYZ):
```
18
Properties=species:S:1:pos:R:3:nbo_charge:R:1
C -0.2983 -0.6789 1.5251 -0.433
N -0.1814 0.4184 0.5419 -0.733
C 0.9203 0.2908 -0.3520 -0.260
C 2.2618 0.7048 0.2682 -0.339
Cl 3.5148 0.8198 -1.0150 -0.135
P -2.0343 0.5462 -0.5127 2.370
N -1.9390 -0.7369 -1.6367 -1.205
O -1.9503 1.9064 -1.0798 -1.145
O -3.1339 0.2806 0.4334 -1.163
H -1.3714 -0.9222 1.7065 0.232
H 0.3994 -1.5102 1.0548 0.130
H 0.2409 -0.5265 2.5186 0.158
H 1.2144 -0.6925 -0.7219 0.136
H 0.7371 0.8937 -1.3055 0.221
H 2.7745 0.0620 0.8710 0.190
H 2.0879 1.7168 0.8032 0.212
H -2.2383 -1.6368 -1.1065 0.384
H -1.0042 -0.9355 -1.9927 0.377
```

Results
- SMILES string = CN(CCCl)[P@](N)(=O)[O-]
- orbital gap (eV) = 7.779
- charge = -1
- HOMO (eV) = -4.53